{"formula": "C42H41GeMnN3O5S", "method": "the ωB97M-V functional and the def2-TZVPD basis", "species": ["Mn", "C", "C", "O", "C", "C", "C", "C", "C", "C", "O", "H", "H", "H", "H", "H", "H", "H", "O", "C", "O", "C", "C", "Ge", "C", "C", "C", "C", "C", "C", "C", "C", "C", "C", "C", "C", "C", "C", "C", "C", "C", "C", "H", "H", "H", "H", "H", "H", "H", "H", "H", "H", "H", "H", "H", "H", "H", "H", "H", "H", "H", "C", "C", "N", "C", "C", "C", "C", "C", "C", "C", "C", "N", "C", "N", "H", "H", "H", "H", "H", "H", "H", "H", "H", "C", "S", "C", "O", "H", "H", "H", "H", "H", "H"], "coordinates": [[1.40642, 0.54134, -0.11803], [5.39586, 0.64759, 1.47355], [4.23847, 0.21381, 0.59056], [3.18763, 0.88664, 0.72923], [4.34647, -0.85910, -0.34228], [5.54722, -1.55317, -0.44297], [5.76077, -2.59537, -1.29256], [4.66549, -3.03827, -2.05350], [3.45959, -2.35187, -2.02383], [3.26785, -1.27556, -1.17442], [2.09282, -0.68645, -1.27731], [5.03046, 1.33179, 2.30213], [6.04112, 1.25418, 0.84573], [5.94740, -0.17507, 1.86921], [6.32053, -1.22783, 0.22475], [6.67760, -3.18398, -1.32014], [4.78102, -3.91698, -2.66930], [2.60975, -2.66532, -2.66054], [-1.44677, 1.34945, 0.86823], [-1.39247, 0.49868, -0.03210], [-0.30068, 0.34636, -0.80124], [-2.52336, -0.42358, -0.41180], [-2.68699, -1.66856, 0.44628], [-1.28953, -3.04908, 0.16409], [-1.68313, -4.72398, 1.12733], [-2.65081, -4.96734, 2.07364], [-2.71613, -6.19136, 2.70670], [-1.81852, -7.19348, 2.38468], [-0.83246, -6.96840, 1.44750], [-0.80769, -5.75325, 0.79007], [0.34691, -2.23927, 0.97424], [0.32982, -1.15107, 1.83185], [1.42623, -0.80999, 2.63059], [2.55539, -1.58708, 2.62107], [2.64364, -2.65658, 1.72507], [1.55942, -2.94296, 0.90900], [-1.09382, -3.46156, -1.74323], [-1.57255, -4.66384, -2.24937], [-1.50010, -4.90073, -3.62723], [-0.98595, -3.90922, -4.46631], [-0.46408, -2.73005, -3.93755], [-0.52018, -2.50646, -2.57621], [-2.44505, -0.64844, -1.47150], [-3.38986, 0.24485, -0.26461], [-3.67562, -2.04185, 0.20882], [-2.71837, -1.43776, 1.51743], [-3.28948, -4.14927, 2.37131], [-3.48418, -6.36773, 3.46959], [-1.85914, -8.11807, 2.92422], [-0.06848, -7.68319, 1.19913], [-0.10812, -5.61971, 0.00485], [-0.59978, -0.59725, 1.95155], [1.36025, 0.00011, 3.32745], [3.36405, -1.42588, 3.32438], [3.52347, -3.30062, 1.72576], [1.63404, -3.73699, 0.19588], [-2.03879, -5.40684, -1.61184], [-1.86306, -5.83185, -4.08987], [-0.99421, -4.02476, -5.53752], [-0.08922, -1.99264, -4.64124], [-0.08167, -1.57996, -2.18651], [0.38415, 4.40853, -1.38296], [0.73627, 3.08754, -1.27254], [1.19994, 2.57491, -0.13138], [1.31943, 3.33427, 0.94236], [0.91997, 4.64793, 0.94746], [0.44228, 5.21309, -0.24235], [0.97456, 5.39042, 2.22338], [0.05909, 6.17364, 2.81777], [-1.34802, 6.46471, 2.39953], [-2.26492, 6.79029, 3.41680], [-3.59810, 6.70775, 3.06644], [-4.01386, 6.44420, 1.81933], [-3.06625, 6.30900, 0.91462], [-1.72391, 6.30976, 1.14488], [0.02552, 4.81617, -2.31635], [0.63707, 2.40605, -2.11526], [1.67010, 2.83205, 1.82878], [0.18065, 6.25520, -0.28768], [1.88625, 5.18800, 2.82257], [0.31102, 6.54371, 3.79554], [-1.93630, 6.95878, 4.45037], [-4.35608, 6.83758, 3.83738], [-3.43167, 6.12372, -0.07941], [-2.87839, 3.56510, -3.92852], [-2.53006, 2.39366, -2.57355], [-3.33122, 3.44201, -1.30479], [-3.41131, 1.22284, -2.84621], [-2.38410, 4.57188, -3.80503], [-3.98134, 3.59422, -4.02272], [-2.48902, 3.15745, -4.84520], [-2.88502, 4.42085, -1.25538], [-3.26988, 2.98506, -0.32817], [-4.37627, 3.50443, -1.62255]], "spin_multiplicity": 5, "homo_energy_ev": [-11.0, -11.0], "energy_ev": -157593.250, "gap_ev": [6.8, 7.3], "charge": 1}

=====

{"formula": "C42H41N8O3S2ScSeSi", "method": "the ωB97M-V functional and the def2-TZVPD basis", "species": ["Sc", "O", "C", "C", "C", "C", "C", "C", "C", "O", "N", "N", "C", "C", "C", "C", "C", "C", "N", "H", "H", "H", "H", "H", "H", "H", "H", "H", "H", "S", "C", "N", "C", "C", "C", "C", "C", "C", "S", "H", "H", "H", "H", "C", "C", "C", "C", "C", "C", "Se", "C", "C", "C", "H", "H", "H", "H", "H", "H", "H", "H", "H", "H", "H", "N", "C", "O", "C", "C", "N", "C", "N", "H", "H", "C", "Si", "C", "C", "N", "C", "C", "C", "C", "C", "C", "H", "H", "H", "H", "H", "H", "H", "H", "H", "H", "H", "H", "H", "H"], "coordinates": [[-0.77782, 0.58649, 0.40724], [-1.14637, 1.36764, 5.00977], [-0.30119, 0.39323, 5.37290], [-0.25288, 0.06513, 6.73176], [0.57798, -0.94082, 7.17526], [1.38278, -1.63901, 6.27667], [1.34767, -1.30127, 4.93949], [0.52064, -0.28203, 4.46567], [0.52073, 0.07641, 3.02916], [-0.38490, 0.86135, 2.55835], [1.49778, -0.43336, 2.30976], [1.33196, -0.07571, 0.99626], [2.29132, -0.37193, 0.21214], [2.20299, -0.00957, -1.19678], [3.28239, -0.24617, -2.04242], [3.17144, 0.11402, -3.36924], [1.99013, 0.69866, -3.79199], [0.96431, 0.88822, -2.87856], [1.05678, 0.55440, -1.59409], [-1.18930, 1.39376, 4.03014], [-0.91144, 0.59993, 7.40315], [0.58860, -1.19884, 8.22808], [2.01914, -2.44483, 6.61942], [1.95794, -1.82720, 4.21965], [3.17299, -0.88033, 0.59591], [4.16458, -0.73826, -1.65780], [3.97855, -0.08191, -4.06348], [1.83738, 0.98571, -4.82351], [0.02477, 1.32276, -3.17966], [-1.75124, 2.40169, -1.87916], [-0.63708, 3.26773, -0.95523], [-0.00487, 2.76122, 0.08078], [0.84892, 3.65330, 0.69053], [1.64474, 3.38429, 1.80322], [2.44824, 4.39174, 2.30491], [2.47042, 5.65802, 1.71695], [1.68427, 5.93489, 0.61083], [0.87612, 4.92839, 0.10106], [-0.21256, 4.95435, -1.25582], [1.60859, 2.40664, 2.26218], [3.06390, 4.19389, 3.17327], [3.10495, 6.43258, 2.12954], [1.69783, 6.91693, 0.15496], [-4.52040, 2.34620, 6.93577], [-4.20374, 2.19736, 5.47250], [-3.39884, 3.10694, 4.81391], [-3.06231, 2.96183, 3.46868], [-2.13002, 3.98240, 2.86959], [-3.56396, 1.86918, 2.74811], [-3.17032, 1.65945, 0.87878], [-4.41347, 0.95500, 3.39694], [-5.00102, -0.21950, 2.66879], [-4.70623, 1.12851, 4.74147], [-3.90632, 3.12526, 7.38995], [-4.33419, 1.41539, 7.47509], [-5.56928, 2.61228, 7.09672], [-2.97900, 3.94422, 5.36466], [-2.35645, 4.97757, 3.25988], [-2.20449, 3.99854, 1.78382], [-1.09023, 3.75601, 3.12557], [-5.40427, 0.07793, 1.70109], [-5.78924, -0.68068, 3.26644], [-4.23671, -0.97411, 2.46980], [-5.33611, 0.39432, 5.23539], [-2.07967, -3.00996, -0.23187], [-1.93700, -2.39662, 0.94300], [-1.38131, -1.24224, 0.97050], [-2.37672, -3.00939, 2.14225], [-2.98081, -4.28272, 2.07928], [-3.49652, -5.31604, 1.99784], [-2.20849, -2.40818, 3.40768], [-2.07846, -1.95741, 4.46394], [-1.70278, -2.53401, -1.08696], [-2.53729, -3.90405, -0.27066], [-1.63235, -0.03871, -4.95536], [-2.07190, -1.33301, -3.63375], [-3.60783, -0.71985, -2.74119], [-2.56381, -2.88786, -4.61911], [-0.87955, -1.67298, -2.46202], [0.26629, -2.34862, -2.69984], [1.00656, -2.89752, -1.61312], [2.19528, -3.57245, -1.79300], [2.74597, -3.74329, -3.06185], [2.04255, -3.23220, -4.14792], [0.84449, -2.56239, -3.98110], [-2.27024, -0.17775, -5.83394], [-0.59444, -0.12193, -5.28170], [-1.78562, 0.97571, -4.58326], [-4.16868, -0.00641, -3.34869], [-3.36146, -0.21779, -1.80125], [-4.27516, -1.55024, -2.49722], [-3.63169, -2.87365, -4.85221], [-2.35741, -3.78571, -4.03174], [-2.02086, -2.98098, -5.56148], [0.60464, -2.76757, -0.61472], [2.70932, -3.96970, -0.92283], [3.68166, -4.27108, -3.19979], [2.44058, -3.35574, -5.15118], [0.33267, -2.17372, -4.85455]], "homo_energy_ev": -2.3, "energy_ev": -177888.268, "de_lowest_kcal_mol": 13.4, "gap_ev": 6.2, "charge": -2}